The following is a quantum chemistry calculation of a molecular structure, C23H24MnN8S, from OMol25.

Cartesian coordinates (Å):
C -1.148 -3.840 6.194
N -4.463 -0.437 -0.151
C 0.892 2.324 -0.817
H -1.672 4.067 -2.090
C 0.011 -2.119 3.069
C -1.132 -1.709 2.380
C -0.865 3.944 -1.375
N -0.233 -3.494 7.092
H -1.289 3.585 -0.437
H 3.229 -1.203 -2.912
H -2.638 -0.253 -2.958
Mn 0.305 -0.598 -1.577
H 5.510 -1.756 -2.010
N 2.321 -1.392 -1.062
C 0.762 -2.707 6.695
C -2.159 -0.882 0.212
C 2.504 -1.652 0.245
C 3.776 -1.927 0.725
H -1.941 -4.492 6.544
H 0.191 2.559 -6.035
H 1.789 1.872 -1.235
C -3.461 -0.735 0.668
H 3.953 -2.119 1.776
C 1.281 -1.641 1.094
N -1.878 -0.699 -1.089
H -1.888 -3.742 4.180
N 0.089 2.938 -1.857
C -0.132 4.691 -4.077
N 0.179 -1.206 0.470
C -2.879 -0.399 -1.913
H 0.338 4.970 -5.018
S 0.523 0.824 -3.501
C -1.011 -1.267 1.077
H -1.234 1.770 -5.330
H 0.315 1.583 -0.241
C 0.893 -2.239 5.396
C -4.180 -0.282 -1.435
H 1.195 3.096 -0.111
H 2.119 -2.470 2.894
H -1.346 3.439 -5.908
H -3.710 -0.850 1.715
C -1.124 -3.415 4.874
H -2.093 -1.750 2.872
C 1.236 -2.095 2.398
H 1.488 -2.435 7.451
C -0.701 2.710 -5.425
H -0.386 4.905 -1.194
C 0.038 2.445 -3.108
C -0.076 -2.598 4.465
N -0.343 3.236 -4.105
H -5.000 -0.056 -2.104
C 3.384 -1.420 -1.863
N 4.837 -1.962 -0.072
C 4.645 -1.719 -1.359
H 0.537 4.960 -3.266
H 1.716 -1.589 5.129
H -1.072 5.233 -3.982

multiplicity	6
HOMO level (spin up / spin down)	-0.52146 / -0.52143	Ha
charge	+2
Kohn-Sham gap (spin up / spin down)	7.330 / 7.153	eV
energy	-78304.721	eV

---

The following is a quantum chemistry calculation of 2 unconnected molecules or ions with the total composition CHClFNO in a non-equilibrium geometry, from OMol25.

Cartesian coordinates (Å):
H 0.698 1.295 0.997
Cl 2.138 -0.012 -0.161
C -0.077 -1.114 1.878
N 0.561 0.448 0.339
F 0.523 -0.801 2.962
O -1.068 -1.759 1.675

multiplicity	1
HOMO level (spin up / spin down)	-0.36834 / -0.35080	Ha
Kohn-Sham gap (spin up / spin down)	8.930 / 8.327	eV
energy	-19826.472	eV